No. 1
Entry from the OMol25 dataset: 8 unconnected molecules or ions with the total composition C51H120N8O10 in a non-equilibrium geometry (the ωB97M-V functional and the def2-TZVPD basis).

Last column: Löwdin charge in e.
Atoms and positions in Å:
C -3.2369 -5.5679 -1.3616  -0.02
C -3.8815 -4.1622 -1.3058  -0.50
C -5.3998 -4.1733 -1.5149  -0.13
C -6.1802 -4.5977 -0.2658  -0.18
C -5.7913 -3.7040 0.9235  -0.14
C -4.2823 -3.6710 1.1920  -0.50
N -3.5375 -3.4834 -0.0393  -0.11
O -2.1593 -3.3777 0.1730  -0.01
C -4.0268 -2.4435 2.1235  -0.02
C -3.8846 -4.9489 1.9612  -0.03
C -3.3107 -3.3409 -2.4551  -0.06
H -2.1699 -5.5463 -1.1452  0.08
H -3.3159 -6.0315 -2.3479  0.08
H -3.7492 -6.2102 -0.6446  0.06
H -5.8294 -3.2372 -1.8690  0.12
H -5.6657 -4.9672 -2.2198  0.12
H -6.0628 -5.6552 -0.0294  0.11
H -7.2363 -4.3724 -0.4335  0.11
H -6.2722 -4.1001 1.8203  0.12
H -6.1894 -2.7049 0.7335  0.11
H -3.3617 -2.7430 2.9370  0.08
H -3.6985 -1.5474 1.6015  0.07
H -4.9253 -2.1763 2.6865  0.07
H -4.4207 -5.0256 2.9075  0.09
H -4.1571 -5.8335 1.3806  0.06
H -2.8047 -5.0079 2.0953  0.08
H -2.2237 -3.2785 -2.3709  0.07
H -3.7077 -2.3237 -2.4081  0.09
H -3.5357 -3.7663 -3.4335  0.08
H -1.9630 -2.4637 -0.0796  0.07
C 6.7569 -2.3249 2.3067  -0.04
C 6.2417 -2.9354 1.0193  -0.48
C 4.8145 -2.3285 0.8195  -0.13
C 4.2262 -2.4764 -0.5914  -0.16
C 5.2226 -1.8353 -1.5545  -0.15
C 6.5669 -2.5598 -1.4785  -0.52
N 7.0769 -2.4701 -0.1023  -0.11
O 8.4388 -2.7967 0.0672  -0.01
C 6.4536 -3.9714 -2.0310  -0.04
C 7.4984 -1.7746 -2.4273  -0.03
C 6.1391 -4.4786 1.1527  -0.01
H 6.5864 -1.2543 2.4235  0.06
H 7.8132 -2.5269 2.5002  0.08
H 6.2676 -2.8077 3.1592  0.09
H 4.1264 -2.7675 1.5428  0.12
H 4.9066 -1.2552 1.0052  0.10
H 3.1966 -2.1165 -0.5589  0.09
H 4.1427 -3.5236 -0.8950  0.10
H 5.3271 -0.7859 -1.2614  0.11
H 4.8867 -1.8337 -2.5935  0.11
H 7.4015 -4.5076 -1.9287  0.09
H 5.7360 -4.6200 -1.5327  0.06
H 6.1970 -3.9455 -3.0917  0.09
H 7.6267 -0.7269 -2.1576  0.09
H 8.4918 -2.2228 -2.3318  0.08
H 7.1528 -1.9049 -3.4501  0.08
H 5.1205 -4.8275 1.3132  0.08
H 6.7877 -4.7512 1.9887  0.08
H 6.5518 -5.0412 0.3186  0.06
H 8.8208 -1.9395 0.2820  0.11
C 2.5833 1.1501 4.2809  -0.03
C 3.6084 2.0655 3.5600  -0.50
C 4.8530 1.2599 3.2307  -0.16
C 5.8676 1.9277 2.3185  -0.17
C 5.1724 2.3910 1.0419  -0.12
C 3.7922 3.0712 1.2140  -0.48
N 2.9967 2.4421 2.2806  -0.08
O 1.7678 3.1058 2.4476  -0.07
C 3.9976 4.5922 1.4547  -0.02
C 3.0574 2.9489 -0.1198  -0.05
C 3.9373 3.2394 4.5044  -0.02
H 1.5720 1.5334 4.1757  0.06
H 2.7829 1.1567 5.3560  0.08
H 2.7035 0.1233 3.9364  0.08
H 5.3513 0.9229 4.1464  0.13
H 4.5417 0.3129 2.7719  0.10
H 6.6659 1.2043 2.1377  0.10
H 6.3717 2.7371 2.8551  0.11
H 5.0620 1.5448 0.3591  0.10
H 5.8547 3.1024 0.5698  0.12
H 4.6660 4.8272 2.2783  0.07
H 4.3141 5.0537 0.5182  0.08
H 3.0247 5.0369 1.6771  0.08
H 3.5418 3.4447 -0.9594  0.08
H 2.9167 1.9138 -0.4416  0.07
H 2.0828 3.3921 0.0911  0.06
H 4.6104 3.9398 4.0102  0.06
H 4.3643 2.9308 5.4558  0.08
H 3.0160 3.8051 4.6632  0.09
H 1.0826 2.5426 2.0267  0.04
C -6.4737 0.3296 2.8031  -0.11
O -5.3606 0.8485 3.4898  -0.18
C -4.4240 1.5264 2.6830  -0.22
C -3.4437 2.1568 3.6922  -0.20
N -2.5862 1.1610 4.3029  -0.06
C -1.8663 1.6674 5.4787  -0.19
C -0.8835 0.6209 5.9721  -0.25
O -1.5675 -0.5469 6.3203  -0.18
C -0.8138 -1.7370 6.3737  -0.10
H -7.1714 -0.1617 3.4811  0.09
H -6.1749 -0.4895 2.1384  0.06
H -7.0347 1.0601 2.2138  0.08
H -4.9054 2.2921 2.0648  0.12
H -3.8595 0.8767 2.0023  0.11
H -4.0046 2.6605 4.4903  0.12
H -2.8178 2.8656 3.1423  0.10
H -3.1401 0.4038 4.6915  0.11
H -2.6395 1.8135 6.2462  0.12
H -1.3306 2.5979 5.2913  0.12
H -0.2312 0.9585 6.7880  0.13
H -0.1484 0.4688 5.1669  0.09
H -0.1393 -1.7816 5.5129  0.08
H -1.4538 -2.6140 6.3050  0.09
H -0.2417 -1.7938 7.3026  0.09
C -7.9574 2.9042 -1.6122  -0.11
O -6.6789 3.4875 -1.7812  -0.20
C -6.6674 4.8396 -1.3882  -0.24
C -5.2906 5.4384 -1.6527  -0.21
N -4.2658 5.0174 -0.6959  -0.04
C -3.8120 3.6615 -0.9168  -0.22
C -2.4880 3.4215 -0.1597  -0.20
O -1.5957 4.4528 -0.5760  -0.21
C -0.6462 4.7869 0.4224  -0.09
H -8.7262 3.5449 -2.0527  0.08
H -8.2106 2.7518 -0.5573  0.08
H -7.9282 1.9259 -2.0869  0.09
H -6.8447 4.9564 -0.3128  0.13
H -7.4061 5.4259 -1.9462  0.12
H -5.3856 6.5188 -1.4982  0.12
H -4.9902 5.3701 -2.7053  0.12
H -3.4331 5.5864 -0.7955  0.10
H -3.7260 3.3535 -1.9684  0.12
H -4.4970 2.8982 -0.5289  0.10
H -2.0435 2.4807 -0.4991  0.12
H -2.7573 3.3544 0.8973  0.10
H 0.2650 5.2215 0.0070  0.08
H -0.3478 3.8995 0.9852  0.06
H -1.0985 5.5420 1.0751  0.09
C -0.2206 -2.0688 -4.8873  -0.04
C -1.0632 -0.9871 -5.5824  -0.40
C -2.4988 -1.4031 -5.8254  -0.22
O -2.4657 -2.5283 -6.6577  -0.17
C -3.7289 -3.0308 -7.0081  -0.12
N -0.9871 0.2487 -4.7741  0.04
H 0.2714 -2.7459 -5.5885  0.08
H -0.8559 -2.6982 -4.2625  0.06
H 0.5838 -1.6763 -4.2687  0.05
H -0.5547 -0.6904 -6.5067  0.13
H -2.9990 -0.5790 -6.3581  0.13
H -3.0142 -1.5377 -4.8676  0.12
H -4.3852 -3.3042 -6.1702  0.08
H -3.5989 -4.0073 -7.4750  0.09
H -4.2600 -2.3176 -7.6419  0.09
H -0.0572 0.5398 -4.5149  0.03
H -1.4927 0.9830 -5.2524  0.07
C -0.3879 -1.2931 2.3500  -0.03
C 0.4293 -0.2129 1.6589  -0.37
C 0.5880 -0.3950 0.1550  -0.19
O -0.6989 -0.6097 -0.3855  -0.22
C -0.7088 -0.6186 -1.8151  -0.08
N -0.2263 1.1214 1.9041  0.07
H -0.7223 -0.9885 3.3442  0.06
H 0.1838 -2.2226 2.3347  0.09
H -1.3646 -1.3830 1.8681  0.05
H 1.4151 -0.1416 2.1212  0.11
H 1.2257 -1.2705 -0.0118  0.11
H 1.0100 0.5283 -0.2497  0.11
H -1.7118 -0.8290 -2.1735  0.08
H -0.0078 -1.4159 -2.0730  0.09
H -0.3976 0.3383 -2.2335  0.06
H -0.3873 1.0291 2.9052  0.04
H -1.1524 1.0580 1.4865  0.07
C 1.1248 3.4406 -2.7953  -0.05
C 2.3576 3.3706 -3.6954  -0.44
C 2.1612 2.3580 -4.7999  -0.19
O 1.9697 1.0260 -4.3268  -0.24
C 3.0504 0.4571 -3.5994  -0.08
N 2.6104 4.6957 -4.2900  0.03
H 0.3495 4.0532 -3.2504  0.09
H 1.3688 3.8930 -1.8336  0.04
H 0.7932 2.4467 -2.4784  0.07
H 3.2876 3.1051 -3.1875  0.12
H 3.0095 2.3328 -5.4905  0.13
H 1.2193 2.5554 -5.3176  0.13
H 3.9660 0.5365 -4.1916  0.10
H 2.7057 -0.5405 -3.3410  0.08
H 3.2138 1.0164 -2.6714  0.07
H 1.7750 5.0629 -4.7351  0.07
H 2.7677 5.3295 -3.5119  0.07

Properties
**LUMO energy**: 0.53 eV
**HOMO energy**: -0.293 hartree
**DFT total energy**: -87221.4922 eV
**SMILES**: CC1(C)CCCC(C)(C)N1O.CC1(C)CCCC(C)(C)N1O.CC1(C)CCCC(C)(C)N1O.COC[C@H](C)N.COC[C@H](C)N.COC[C@H](C)N.COCCNCCOC.COCCNCCOC



No. 2
Entry from the OMol25 dataset: 15 unconnected molecules or ions with the total composition C51H127N5O15 in a non-equilibrium geometry (the ωB97M-V functional and the def2-TZVPD basis).

Last column: Löwdin charge in e.
Atoms and positions in Å:
C -3.0265 -6.5011 0.0700  -0.10
C -3.3846 -7.4564 1.1708  -0.31
O -3.0656 -8.8050 0.8050  -0.08
H -3.1984 -5.4709 0.3924  0.06
H -3.5041 -6.6416 -0.8985  0.08
H -1.9487 -6.5948 -0.1015  0.05
H -4.4805 -7.4645 1.1889  0.10
H -3.0176 -7.2326 2.1711  0.10
H -2.6777 -8.8161 -0.0738  0.07
C 1.2985 0.6789 -5.6895  -0.08
C 0.9086 -0.7314 -5.2261  -0.32
O 2.0488 -1.5512 -5.1683  -0.09
H 2.3191 1.0050 -5.4908  0.06
H 0.6246 1.4320 -5.2726  0.06
H 1.1871 0.7650 -6.7730  0.07
H 0.0987 -1.1117 -5.8480  0.11
H 0.4780 -0.6700 -4.2195  0.10
H 2.5741 -1.3491 -4.3826  0.02
C -1.8201 -6.8365 -3.6959  -0.08
C -1.7677 -5.4518 -4.3845  -0.29
O -1.5283 -5.7144 -5.7714  -0.08
H -1.8838 -6.8017 -2.6091  0.04
H -0.9333 -7.4420 -3.8915  0.07
H -2.6558 -7.4108 -4.0984  0.07
H -0.9541 -4.9069 -3.9049  0.09
H -2.7776 -5.0540 -4.2774  0.11
H -1.6050 -4.8577 -6.2042  0.08
O 0.3203 -7.6999 1.7403  -0.04
H 0.0419 -7.0110 2.3523  0.05
H 1.2652 -7.7916 1.8942  0.04
O 3.9725 -1.2393 -3.2184  -0.03
H 4.8496 -1.5346 -2.9509  0.08
H 4.0830 -0.3008 -3.4099  0.07
O 0.2431 -7.3975 -1.1787  -0.06
H 0.9025 -7.2692 -1.8714  0.03
H 0.7530 -7.5044 -0.3681  0.00
O 2.0204 -6.0707 -4.0527  -0.05
H 2.8049 -5.6169 -3.7310  0.04
H 1.6710 -5.4937 -4.7398  0.04
O 4.1285 -6.1063 0.9147  -0.04
H 3.7951 -6.3647 1.7798  0.05
H 4.1259 -6.9165 0.3961  0.06
O 6.3156 1.0482 -1.2150  -0.06
H 6.4547 1.9989 -1.2402  0.03
H 5.6285 0.9235 -0.5509  -0.01
O 4.7564 -3.4355 1.0493  -0.08
H 4.2598 -2.7188 0.6298  -0.01
H 4.2317 -4.2362 0.9135  -0.03
C -2.7752 -1.1658 5.6936  -0.02
C -4.3116 -1.2206 5.3783  -0.49
C -4.6297 -0.3111 4.1864  -0.15
C -4.0333 -0.7647 2.8677  -0.17
C -4.6206 -2.1649 2.5823  -0.13
C -4.3455 -3.1550 3.7609  -0.49
N -4.8120 -2.5599 4.9973  -0.10
O -4.8156 -3.5109 6.0480  -0.01
C -5.1862 -4.4237 3.3383  -0.03
C -2.8725 -3.6077 3.7475  -0.02
C -5.0528 -0.6197 6.5817  -0.04
H -2.5861 -0.2481 6.2535  0.08
H -2.1801 -1.0841 4.7861  0.06
H -2.4407 -2.0096 6.2948  0.08
H -5.7166 -0.2581 4.0938  0.13
H -4.2733 0.6919 4.4338  0.12
H -2.9461 -0.8507 2.8829  0.09
H -4.3037 0.0165 2.1555  0.08
H -4.1690 -2.5797 1.6772  0.11
H -5.6829 -2.0971 2.3415  0.12
H -4.7793 -4.7240 2.3726  0.06
H -5.0580 -5.1978 4.0927  0.08
H -6.2241 -4.1782 3.1112  0.08
H -2.6450 -3.9358 4.7632  0.08
H -2.6872 -4.4339 3.0628  0.07
H -2.2230 -2.7697 3.4976  0.05
H -4.8202 -1.1687 7.4951  0.08
H -6.1242 -0.6770 6.3814  0.09
H -4.7971 0.4237 6.7594  0.08
H -5.7104 -3.8634 6.0299  0.10
C 6.3163 1.5677 3.2096  -0.03
C 4.9068 1.1164 2.9366  -0.49
C 4.2255 0.5042 4.1865  -0.12
C 3.8205 1.5915 5.1968  -0.18
C 2.8812 2.5887 4.5113  -0.14
C 3.3926 3.1701 3.1852  -0.50
N 3.9740 2.1138 2.3503  -0.09
O 4.4206 2.5448 1.0892  -0.03
C 2.1504 3.8022 2.5101  -0.02
C 4.4600 4.2242 3.4892  -0.03
C 4.9707 -0.0843 1.9894  -0.04
H 6.9809 0.7015 3.2130  0.09
H 6.5064 2.0484 4.1697  0.08
H 6.7125 2.2045 2.4153  0.09
H 3.3092 -0.0275 3.9276  0.11
H 4.9054 -0.2061 4.6584  0.13
H 4.7076 1.9873 5.6962  0.10
H 3.2684 1.1172 6.0121  0.11
H 2.6627 3.3963 5.2120  0.12
H 1.9344 2.0637 4.3671  0.11
H 2.4040 4.2578 1.5492  0.06
H 1.3233 3.1047 2.3982  0.08
H 1.8410 4.7017 3.0478  0.09
H 4.1827 5.0950 4.0896  0.09
H 5.2789 3.8075 4.0745  0.07
H 4.8389 4.6792 2.5700  0.08
H 5.5307 0.1161 1.0752  0.07
H 4.0285 -0.5601 1.7263  0.05
H 5.5411 -0.9034 2.4342  0.09
H 5.1752 3.1316 1.2554  0.08
C 0.9386 -4.0108 0.6190  -0.01
C 0.7736 -3.1547 -0.6529  -0.47
C -0.7070 -2.8739 -0.8632  -0.12
C -1.2829 -1.7669 0.0352  -0.17
C -0.4355 -0.5016 0.1036  -0.12
C 1.1140 -0.7722 0.2287  -0.47
N 1.5134 -1.8821 -0.6429  -0.10
O 2.8911 -1.9914 -0.7489  -0.03
C 1.8019 0.5279 -0.2501  -0.02
C 1.3869 -1.0520 1.6943  -0.04
C 1.2154 -3.9575 -1.8841  -0.04
H 0.5385 -5.0112 0.4292  0.07
H 1.9630 -4.2257 0.9276  0.06
H 0.4797 -3.5995 1.5181  0.07
H -0.8349 -2.5023 -1.8825  0.12
H -1.3001 -3.7702 -0.6816  0.12
H -2.2455 -1.5221 -0.4247  0.09
H -1.5779 -2.1162 1.0275  0.09
H -0.7027 0.0724 0.9945  0.11
H -0.5764 0.2080 -0.7152  0.10
H 1.2661 1.3854 0.1576  0.08
H 1.7670 0.6063 -1.3371  0.08
H 2.8307 0.4868 0.1045  0.06
H 2.2246 -1.7359 1.8367  0.08
H 0.5756 -1.5495 2.2367  0.07
H 1.4070 -0.1165 2.2598  0.08
H 1.4026 -3.3623 -2.7807  0.08
H 2.1201 -4.5234 -1.6416  0.08
H 0.5369 -4.7465 -2.2101  0.06
H 3.0161 -2.1188 -1.6971  0.06
C 2.7003 4.7150 -1.2251  -0.01
C 2.5953 4.9308 -2.7455  -0.49
C 1.1453 4.9606 -3.2190  -0.14
C 0.3432 6.2712 -3.0130  -0.17
C 1.1108 7.3572 -3.7010  -0.15
C 2.5364 7.5106 -3.1262  -0.49
N 3.2212 6.2106 -3.1164  -0.13
O 4.5836 6.3132 -2.8027  0.00
C 3.2871 8.5484 -4.0139  -0.03
C 2.4707 8.1151 -1.6916  -0.03
C 3.2828 3.8374 -3.5840  -0.03
H 2.0559 3.8837 -0.9386  0.08
H 2.3712 5.5995 -0.6794  0.07
H 3.7445 4.5518 -0.9587  0.08
H 0.9998 4.6514 -4.2564  0.12
H 0.6499 4.1252 -2.7135  0.10
H 0.0819 6.4970 -1.9792  0.11
H -0.5915 6.0938 -3.5504  0.10
H 0.6139 8.3263 -3.6140  0.12
H 1.1826 7.1502 -4.7707  0.13
H 4.2907 8.7690 -3.6491  0.08
H 3.5131 8.0051 -4.9366  0.09
H 2.7203 9.4497 -4.2324  0.08
H 3.4199 8.1108 -1.1504  0.08
H 2.1783 9.1665 -1.7016  0.08
H 1.7423 7.5760 -1.0851  0.06
H 3.3386 4.1012 -4.6411  0.09
H 2.7048 2.9132 -3.5120  0.07
H 4.3314 3.6598 -3.3389  0.08
H 4.5485 6.6110 -1.8800  0.08
C -2.2109 3.5652 -1.7614  -0.01
C -3.5851 3.2352 -2.3737  -0.50
C -3.6518 1.7633 -2.8502  -0.12
C -3.8325 0.7983 -1.6771  -0.20
C -5.1365 1.1236 -0.9768  -0.13
C -5.0766 2.5521 -0.4245  -0.49
N -4.7156 3.5073 -1.4791  -0.11
O -4.8238 4.8275 -0.9867  -0.01
C -6.5044 2.8223 0.0958  -0.04
C -4.1117 2.6546 0.8073  -0.02
C -3.7546 4.1048 -3.6332  -0.04
H -2.4026 4.2789 -0.9580  0.08
H -1.5469 3.9846 -2.5134  0.06
H -1.7605 2.7151 -1.2449  0.07
H -4.3926 1.5969 -3.6309  0.12
H -2.6287 1.5735 -3.1864  0.12
H -2.9432 0.8805 -1.0508  0.08
H -3.8478 -0.2248 -2.0605  0.11
H -5.0552 0.4544 -0.1131  0.11
H -5.9778 0.8196 -1.5961  0.13
H -6.6496 3.8596 0.3984  0.08
H -7.1795 2.6173 -0.7372  0.08
H -6.7755 2.1916 0.9411  0.08
H -3.1848 2.0867 0.7111  0.07
H -3.8015 3.6877 0.9638  0.08
H -4.6633 2.3108 1.6821  0.07
H -3.5873 5.1632 -3.4287  0.08
H -4.7408 3.9459 -4.0703  0.08
H -3.0084 3.7971 -4.3683  0.08
H -5.4831 5.1933 -1.5847  0.11

Properties
**LUMO energy**: -0.16 eV
**HOMO energy**: -0.296 hartree
**DFT total energy**: -93102.7711 eV



| no. | Kohn-Sham gap (eV) |
| --- | --- |
| 1 | 8.49 |
| 2 | 7.88 |